{"formula": "C24H29BF2I2IrN3S", "method": "wB97M-V/def2-TZVPD", "orbital_gap_ha": [0.2611, 0.1998], "s_squared": 8.8010, "spin_multiplicity": 6, "total_charge": 3, "symbols": ["Ir", "I", "C", "I", "H", "H", "C", "C", "C", "C", "C", "C", "C", "C", "N", "C", "C", "C", "C", "N", "C", "C", "C", "C", "C", "C", "C", "C", "H", "H", "H", "H", "H", "H", "H", "H", "H", "H", "H", "H", "H", "H", "H", "H", "H", "H", "H", "H", "H", "H", "H", "H", "S", "C", "C", "N", "C", "H", "H", "H", "F", "B", "F"], "xyz": [[-0.748, 0.770, 0.676], [-2.499, 1.251, 3.143], [-4.073, 0.268, 2.067], [-3.385, -0.498, 0.192], [-4.857, 0.990, 1.869], [-4.444, -0.557, 2.664], [-1.850, 0.560, -3.014], [-0.488, 1.082, -3.339], [-0.276, 1.801, -4.486], [1.011, 2.235, -4.854], [2.116, 1.932, -4.058], [1.977, 1.219, -2.886], [3.182, 0.986, -2.036], [0.649, 0.742, -2.520], [0.448, -0.005, -1.413], [1.147, -1.097, -1.068], [1.797, -1.948, -2.119], [1.123, -1.554, 0.265], [1.953, -2.735, 0.654], [0.371, -0.908, 1.211], [0.008, -1.568, 2.385], [-0.697, -2.825, 2.258], [-1.078, -3.420, 0.939], [-0.988, -3.537, 3.398], [-0.623, -3.061, 4.662], [0.077, -1.852, 4.791], [0.397, -1.088, 3.695], [1.220, 0.135, 3.903], [-2.487, 0.579, -3.896], [-2.336, 1.172, -2.248], [-1.801, -0.463, -2.638], [-1.114, 2.007, -5.140], [1.140, 2.809, -5.763], [3.099, 2.279, -4.350], [3.826, 1.866, -2.040], [3.795, 0.187, -2.467], [2.942, 0.730, -1.009], [1.738, -1.482, -3.100], [1.297, -2.918, -2.185], [2.840, -2.148, -1.874], [3.006, -2.547, 0.431], [1.669, -3.622, 0.082], [1.873, -2.960, 1.715], [-0.915, -2.755, 0.096], [-2.123, -3.731, 0.945], [-0.509, -4.340, 0.778], [-1.498, -4.488, 3.304], [-0.874, -3.633, 5.547], [0.390, -1.517, 5.771], [1.391, 0.317, 4.961], [0.725, 1.017, 3.507], [2.190, 0.050, 3.407], [-0.956, 4.879, -1.407], [-2.484, 4.463, -0.769], [-2.438, 3.238, -0.195], [-1.204, 2.630, -0.264], [-0.330, 3.403, -0.883], [-3.330, 5.128, -0.846], [-3.274, 2.749, 0.278], [0.704, 3.128, -1.034], [2.092, 1.659, 0.983], [0.843, 1.937, 1.328], [0.644, 3.059, 1.994]]}


{"formula": "C19H43N2ORhS5Si2", "method": "wB97M-V/def2-TZVPD", "orbital_gap_ha": [0.1056, 0.1056], "total_charge": 2, "symbols": ["Rh", "C", "C", "S", "C", "C", "S", "C", "C", "S", "H", "H", "H", "H", "H", "H", "H", "H", "H", "H", "H", "H", "C", "S", "C", "O", "H", "H", "H", "H", "H", "H", "C", "N", "C", "C", "N", "C", "S", "H", "H", "H", "H", "H", "H", "C", "Si", "C", "C", "C", "Si", "C", "C", "C", "H", "H", "H", "H", "H", "H", "H", "H", "H", "H", "H", "H", "H", "H", "H", "H", "H", "H", "H"], "xyz": [[0.475, -0.670, 1.502], [-1.677, -2.647, 2.970], [-0.757, -2.332, 4.146], [0.961, -2.034, 3.631], [1.430, -0.590, 4.611], [0.528, 0.638, 4.515], [-0.157, 0.985, 2.842], [-1.957, 0.750, 3.176], [-2.621, -0.070, 2.091], [-1.648, -1.502, 1.549], [-1.397, -3.602, 2.522], [-2.711, -2.742, 3.305], [-1.108, -1.475, 4.714], [-0.760, -3.188, 4.820], [1.525, -0.875, 5.659], [2.428, -0.361, 4.238], [-0.322, 0.565, 5.191], [1.090, 1.522, 4.809], [-2.062, 0.273, 4.147], [-2.412, 1.738, 3.241], [-3.617, -0.397, 2.394], [-2.730, 0.516, 1.178], [2.052, -4.215, -1.126], [2.253, -2.586, -0.436], [2.335, -1.644, -1.949], [0.859, -2.294, 0.131], [1.196, -4.232, -1.799], [1.899, -4.900, -0.295], [2.970, -4.476, -1.652], [3.261, -1.883, -2.472], [2.332, -0.592, -1.663], [1.469, -1.885, -2.561], [5.228, 2.001, 0.852], [3.884, 2.552, 0.740], [3.571, 3.873, 0.458], [2.227, 3.976, 0.441], [1.739, 2.709, 0.713], [2.748, 1.845, 0.889], [2.690, 0.172, 1.235], [5.937, 2.824, 0.842], [5.431, 1.332, 0.018], [5.321, 1.449, 1.785], [4.334, 4.615, 0.306], [1.586, 4.822, 0.275], [0.772, 2.426, 0.757], [0.564, 2.043, -2.507], [-1.252, 1.877, -2.065], [-1.581, 2.657, -0.379], [-2.376, 2.577, -3.357], [-1.429, 0.018, -1.803], [-2.185, -1.313, -2.909], [-3.977, -0.868, -3.181], [-1.247, -1.179, -4.525], [-2.009, -2.983, -2.119], [0.756, 3.085, -2.775], [0.840, 1.424, -3.362], [1.203, 1.779, -1.662], [-1.069, 3.618, -0.296], [-1.236, 2.002, 0.430], [-2.646, 2.843, -0.226], [-2.286, 3.665, -3.376], [-3.421, 2.340, -3.151], [-2.133, 2.215, -4.357], [-0.885, -0.287, -0.890], [-4.089, -0.019, -3.855], [-4.506, -0.652, -2.253], [-4.460, -1.733, -3.643], [-1.191, -0.151, -4.887], [-1.802, -1.760, -5.266], [-0.239, -1.583, -4.478], [-2.683, -3.075, -1.266], [-0.994, -3.155, -1.755], [-2.262, -3.774, -2.828]]}


{"formula": "C29H34N3O3PSe2Ti", "method": "wB97M-V/def2-TZVPD", "orbital_gap_ha": [0.3087, 0.3247], "s_squared": 0.7548, "spin_multiplicity": 2, "total_charge": 1, "symbols": ["Ti", "Se", "P", "Se", "C", "C", "C", "C", "C", "C", "C", "C", "C", "C", "C", "C", "H", "H", "H", "H", "H", "H", "H", "H", "H", "H", "C", "C", "C", "C", "C", "C", "O", "N", "C", "O", "N", "C", "O", "H", "H", "H", "H", "H", "H", "H", "H", "H", "H", "H", "C", "N", "C", "C", "C", "C", "C", "C", "C", "C", "H", "H", "H", "H", "H", "H", "H", "H", "H", "H", "H", "H", "H"], "xyz": [[-0.073, 0.624, 0.662], [2.502, 0.407, 0.629], [2.097, -0.713, -1.170], [-0.042, -0.560, -1.598], [3.074, -0.087, -2.545], [4.461, -0.212, -2.455], [5.262, 0.278, -3.469], [4.684, 0.893, -4.575], [3.308, 1.016, -4.664], [2.499, 0.526, -3.650], [2.501, -2.469, -1.001], [2.925, -3.004, 0.208], [3.176, -4.367, 0.310], [3.003, -5.188, -0.792], [2.583, -4.652, -2.007], [2.334, -3.296, -2.113], [4.919, -0.683, -1.593], [6.337, 0.184, -3.398], [5.315, 1.277, -5.365], [2.861, 1.495, -5.525], [1.422, 0.625, -3.718], [3.063, -2.355, 1.065], [3.520, -4.781, 1.248], [3.209, -6.247, -0.714], [2.464, -5.292, -2.870], [2.014, -2.880, -3.061], [-1.802, 3.504, -2.424], [-2.925, 3.603, -1.404], [-2.425, 3.790, 0.046], [-3.619, 3.831, 1.025], [-3.200, 3.965, 2.480], [-1.676, 5.112, 0.129], [-2.206, 6.167, -0.114], [-0.348, 5.052, 0.494], [0.406, 3.928, 0.807], [1.568, 4.006, 1.109], [-0.254, 2.712, 0.721], [-1.545, 2.628, 0.406], [-2.010, 1.443, 0.396], [-2.208, 3.400, -3.430], [-1.159, 2.637, -2.242], [-1.175, 4.397, -2.420], [-3.544, 2.704, -1.422], [-3.569, 4.455, -1.624], [-4.196, 2.918, 0.872], [-4.243, 4.673, 0.724], [-2.611, 3.105, 2.811], [-4.073, 4.027, 3.128], [-2.609, 4.867, 2.648], [0.148, 5.933, 0.554], [-2.727, -2.355, 0.622], [-1.794, -3.446, 1.030], [-1.598, -4.419, -0.080], [-0.443, -2.939, 1.520], [-0.587, -1.952, 2.637], [-0.828, -2.412, 3.930], [-0.991, -1.512, 4.971], [-0.897, -0.150, 4.724], [-0.641, 0.301, 3.433], [-0.486, -0.583, 2.363], [-3.695, -2.802, 0.408], [-2.317, -1.883, -0.268], [-2.802, -1.633, 1.430], [-2.225, -3.935, 1.816], [-1.112, -3.892, -0.899], [-2.567, -4.800, -0.394], [-0.966, -5.231, 0.272], [0.033, -2.503, 0.641], [0.102, -3.837, 1.814], [-0.868, -3.477, 4.136], [-1.175, -1.873, 5.974], [-1.010, 0.559, 5.533], [-0.548, 1.378, 3.279]]}


{"formula": "C9H14", "method": "wB97M-V/def2-TZVPD", "orbital_gap_ha": [0.1038, 0.2428], "s_squared": 0.7611, "spin_multiplicity": 2, "total_charge": -1, "symbols": ["C", "C", "H", "H", "H", "H", "H", "H", "C", "C", "C", "C", "C", "C", "C", "H", "H", "H", "H", "H", "H", "H", "H"], "xyz": [[1.518, -0.639, 3.243], [1.571, -1.705, 2.189], [1.079, 0.280, 3.016], [1.034, -1.039, 4.136], [2.535, -0.300, 3.451], [2.031, -1.199, 1.312], [0.534, -1.862, 1.782], [2.147, -2.725, 2.501], [-0.665, 1.812, 0.380], [0.194, -0.695, -2.261], [0.283, 0.248, -1.216], [-1.001, -0.630, -3.013], [-0.819, 1.194, -0.874], [-2.055, 0.186, -2.774], [-1.918, 1.181, -1.693], [1.112, -1.221, -2.513], [1.249, 0.655, -0.821], [-1.065, -1.303, -3.957], [-3.068, 0.069, -3.047], [-0.010, 1.258, 1.004], [-1.709, 1.892, 0.925], [-2.774, 1.815, -1.815], [-0.203, 2.728, 0.044]]}


{"formula": "C37H56BN8O4PRuS5", "method": "wB97M-V/def2-TZVPD", "orbital_gap_ha": [0.1953, 0.2443], "s_squared": 6.0357, "spin_multiplicity": 5, "symbols": ["Ru", "C", "C", "C", "C", "N", "C", "C", "N", "B", "N", "C", "C", "N", "C", "S", "C", "C", "C", "C", "N", "C", "C", "N", "C", "S", "C", "C", "C", "C", "C", "S", "H", "H", "H", "H", "H", "H", "H", "H", "H", "H", "H", "H", "H", "H", "H", "H", "H", "H", "H", "H", "H", "H", "H", "H", "H", "H", "H", "H", "H", "H", "H", "H", "H", "H", "O", "C", "C", "C", "C", "N", "C", "C", "C", "C", "C", "C", "O", "C", "C", "N", "H", "H", "H", "H", "H", "H", "H", "H", "H", "H", "H", "H", "C", "C", "O", "P", "S", "S", "O", "C", "C", "H", "H", "H", "H", "H", "H", "H", "H", "H", "H"], "xyz": [[-0.724, 0.196, -0.082], [2.986, -2.865, 0.048], [4.176, -2.178, 0.719], [4.191, -2.454, 2.224], [5.468, -2.713, 0.099], [4.077, -0.732, 0.517], [5.048, 0.058, -0.043], [4.582, 1.325, -0.070], [3.335, 1.335, 0.490], [2.468, 2.596, 0.540], [1.724, 2.683, 1.897], [2.464, 3.031, 2.992], [1.649, 3.078, 4.064], [0.382, 2.769, 3.639], [0.458, 2.502, 2.309], [-0.854, 2.165, 1.279], [-0.717, 2.635, 4.607], [-0.615, 3.793, 5.614], [-2.103, 2.705, 3.972], [-0.544, 1.277, 5.296], [1.615, 2.698, -0.761], [1.370, 3.946, -1.281], [1.220, 3.847, -2.618], [1.350, 2.521, -2.955], [1.546, 1.831, -1.798], [1.627, 0.147, -1.692], [1.572, 2.002, -4.313], [3.030, 1.526, -4.373], [0.610, 0.863, -4.652], [1.351, 3.122, -5.330], [3.026, 0.068, 0.832], [1.586, -0.386, 1.599], [3.130, -3.942, 0.051], [2.879, -2.521, -0.978], [2.070, -2.632, 0.581], [4.308, -3.520, 2.401], [3.260, -2.120, 2.671], [5.018, -1.927, 2.696], [5.499, -3.790, 0.244], [6.349, -2.291, 0.576], [5.505, -2.517, -0.970], [5.991, -0.324, -0.369], [5.037, 2.222, -0.438], [3.210, 3.534, 0.517], [3.510, 3.232, 2.912], [1.871, 3.314, 5.082], [-0.517, 4.742, 5.089], [0.221, 3.681, 6.300], [-1.524, 3.827, 6.210], [-2.219, 3.604, 3.373], [-2.842, 2.718, 4.769], [-2.293, 1.846, 3.338], [0.414, 1.218, 5.806], [-0.585, 0.481, 4.554], [-1.340, 1.124, 6.020], [1.337, 4.805, -0.645], [1.009, 4.613, -3.332], [3.183, 0.718, -3.662], [3.704, 2.343, -4.121], [3.268, 1.166, -5.369], [0.702, 0.046, -3.945], [0.838, 0.483, -5.645], [-0.417, 1.217, -4.642], [2.055, 3.939, -5.194], [0.334, 3.500, -5.266], [1.496, 2.720, -6.329], [-4.030, 2.370, -5.843], [-3.721, 3.253, -4.791], [-2.913, 2.562, -3.727], [-2.268, 3.343, -2.739], [-1.578, 2.693, -1.746], [-1.409, 1.376, -1.699], [-2.003, 0.585, -2.661], [-2.794, 1.204, -3.665], [-1.761, -0.807, -2.575], [-2.156, -1.740, -3.562], [-1.844, -3.066, -3.445], [-2.274, -4.066, -4.487], [-3.577, -3.847, -4.978], [-1.107, -3.483, -2.310], [-0.770, -2.546, -1.363], [-1.085, -1.261, -1.457], [-4.575, 2.830, -6.487], [-4.638, 3.656, -4.330], [-3.142, 4.110, -5.172], [-2.344, 4.420, -2.737], [-1.126, 3.275, -0.950], [-3.328, 0.603, -4.381], [-2.710, -1.386, -4.417], [-2.178, -5.083, -4.076], [-1.618, -3.988, -5.363], [-4.178, -3.740, -4.231], [-0.845, -4.522, -2.190], [-0.223, -2.829, -0.468], [-5.825, 0.108, 2.561], [-4.660, -0.691, 3.123], [-4.262, -1.727, 2.235], [-3.212, -1.485, 1.026], [-1.356, -1.399, 1.836], [-3.741, 0.024, -0.135], [-3.411, -2.896, 0.288], [-3.275, -4.089, 1.069], [-2.710, -5.214, 0.223], [-6.211, 0.776, 3.326], [-6.613, -0.572, 2.240], [-5.508, 0.691, 1.699], [-4.956, -1.208, 4.043], [-3.809, -0.038, 3.345], [-4.266, -4.352, 1.454], [-2.611, -3.888, 1.917], [-3.272, -5.311, -0.699], [-2.772, -6.141, 0.786], [-1.670, -5.022, -0.020]]}


{"formula": "C13H26CeCl2NO4P2", "method": "wB97M-V/def2-TZVPD", "orbital_gap_ha": [0.2212, 0.2205], "s_squared": 0.7510, "spin_multiplicity": 2, "symbols": ["C", "C", "N", "C", "C", "C", "C", "P", "Ce", "P", "C", "O", "O", "H", "H", "H", "C", "C", "H", "H", "H", "H", "C", "C", "H", "H", "H", "H", "H", "H", "H", "H", "H", "H", "H", "H", "H", "H", "H", "H", "H", "H", "Cl", "C", "Cl", "C", "O", "O", "H"], "xyz": [[3.415, -1.371, 0.428], [2.266, -0.546, 0.594], [1.023, -1.158, 0.724], [0.968, -2.499, 0.867], [2.102, -3.312, 0.873], [3.359, -2.737, 0.616], [2.436, 0.846, 0.746], [1.251, 2.062, 1.249], [-1.063, 0.389, 0.294], [-1.747, -2.372, 0.092], [-0.395, -3.171, 1.001], [4.455, 0.747, -2.916], [0.370, 3.771, -4.404], [4.356, -0.876, 0.182], [1.976, -4.388, 0.993], [4.239, -3.371, 0.551], [2.004, 2.618, 2.843], [1.764, 3.489, 0.167], [-0.339, -4.201, 0.617], [-0.675, -3.190, 2.068], [4.975, 1.492, -3.219], [3.461, 1.200, 0.558], [-3.188, -2.702, 1.139], [-1.977, -3.396, -1.373], [-1.574, -0.006, -1.759], [-0.233, 4.018, -3.698], [0.176, 2.839, -4.442], [4.286, 0.321, -3.764], [-1.622, 0.606, 1.949], [-1.766, -0.743, -1.748], [2.916, 3.224, 2.739], [1.231, 3.217, 3.337], [2.237, 1.754, 3.476], [2.815, 3.777, 0.340], [1.646, 3.206, -0.891], [1.093, 4.334, 0.392], [-2.431, -4.352, -1.085], [-2.640, -2.856, -2.062], [-1.008, -3.554, -1.863], [-3.577, -3.692, 0.875], [-2.894, -2.678, 2.195], [-3.949, -1.933, 0.955], [-5.569, 2.065, 1.554], [-4.839, 2.401, -0.022], [-4.724, 4.113, -0.419], [-3.424, 1.777, 0.000], [-3.413, 0.493, 0.090], [-2.349, 2.450, -0.041], [-5.422, 1.891, -0.797]]}


{"formula": "C24H25ClN7PRhS", "method": "wB97M-V/def2-TZVPD", "orbital_gap_ha": 0.2490, "total_charge": 1, "symbols": ["Rh", "C", "N", "C", "C", "N", "C", "P", "C", "N", "C", "C", "N", "C", "C", "N", "C", "C", "N", "C", "H", "H", "H", "H", "H", "H", "H", "H", "H", "H", "H", "H", "H", "H", "H", "S", "C", "C", "C", "C", "C", "N", "H", "H", "H", "H", "Cl", "C", "C", "C", "C", "C", "C", "C", "H", "H", "H", "H", "H", "H"], "xyz": [[1.463, 0.350, 0.135], [-1.094, -1.978, 4.422], [-0.055, -1.212, 3.748], [1.064, -0.709, 4.339], [1.771, -0.085, 3.356], [1.094, -0.187, 2.172], [-0.009, -0.883, 2.435], [-1.265, -1.448, 1.240], [-0.065, -2.141, 0.046], [1.104, -1.579, -0.253], [1.750, -2.401, -1.125], [0.965, -3.495, -1.345], [-0.166, -3.327, -0.588], [-1.299, -4.236, -0.582], [-1.619, 0.129, 0.440], [-0.685, 1.010, 0.162], [-1.303, 2.092, -0.383], [-2.648, 1.855, -0.423], [-2.842, 0.611, 0.110], [-4.118, -0.078, 0.213], [-0.800, -2.102, 5.461], [-1.198, -2.960, 3.964], [-2.044, -1.451, 4.381], [1.263, -0.843, 5.387], [2.712, 0.421, 3.454], [2.711, -2.147, -1.536], [1.112, -4.368, -1.955], [-0.931, -5.260, -0.575], [-1.913, -4.074, -1.467], [-1.897, -4.069, 0.310], [-0.753, 2.953, -0.723], [-3.470, 2.452, -0.775], [-4.914, 0.657, 0.125], [-4.201, -0.570, 1.180], [-4.221, -0.813, -0.584], [1.734, 0.681, -2.109], [0.274, 0.119, -2.919], [0.260, 0.289, -4.317], [-0.839, -0.120, -5.033], [-1.918, -0.690, -4.353], [-1.813, -0.808, -2.986], [-0.751, -0.422, -2.271], [1.111, 0.741, -4.806], [-0.865, 0.003, -6.108], [-2.804, -1.028, -4.872], [-2.633, -1.242, -2.417], [0.999, 6.255, 0.261], [1.702, 4.685, 0.394], [2.437, 4.180, -0.677], [2.979, 2.921, -0.577], [2.827, 2.147, 0.596], [3.430, 0.802, 0.671], [2.079, 2.697, 1.653], [1.513, 3.957, 1.556], [2.560, 4.772, -1.572], [3.536, 2.511, -1.407], [3.622, 0.406, 1.654], [4.183, 0.526, -0.057], [1.942, 2.127, 2.560], [0.938, 4.377, 2.369]]}


{"formula": "C2H4N3P", "method": "wB97M-V/def2-TZVPD", "orbital_gap_ha": [0.2375, 0.2800], "s_squared": 2.0184, "spin_multiplicity": 3, "symbols": ["C", "C", "N", "N", "N", "P", "H", "H", "H", "H"], "xyz": [[0.613, -1.364, -1.163], [-0.492, 0.458, -0.444], [-0.216, -0.278, -1.402], [0.873, -1.637, 0.050], [0.467, -0.763, 0.935], [-1.373, 1.509, 0.624], [0.881, -1.937, -1.943], [0.913, -0.659, 1.897], [-1.335, 2.623, -0.101], [-0.332, 2.049, 1.546]]}